31
Properties=species:S:1:pos:R:3 method="wB97M-V/def2-TZVPD" gap_ev=6.829 e_homo_ha=-0.28267 e_lumo_ha=-0.0317 energy_ev=-22254.2460
N -3.10114 0.08313 2.21957
C -1.94000 -0.11808 2.26040
C -0.55330 -0.36979 2.18166
C 0.26845 -0.29075 3.26141
C 1.56140 -0.85834 3.23010
N 2.60470 -1.39442 3.25267
H -0.17486 -0.69804 1.21767
H -0.13516 -0.02821 4.23768
C 5.68077 0.54135 5.11141
C 4.19797 0.38965 5.28720
O 3.58201 1.41884 4.45690
C 2.22799 1.50732 4.67285
C 1.58287 2.17428 3.56726
N 0.42071 2.90199 3.76314
C -0.52167 2.55777 4.73374
C -1.79887 3.08530 4.67772
C -2.15173 4.04910 3.73210
C -1.15688 4.48510 2.85101
C 0.10500 3.92899 2.88391
O 1.70529 1.03491 5.68174
H 6.20715 -0.27286 5.61403
H 5.93107 0.52881 4.04688
H 6.00228 1.49057 5.54924
H 3.86472 -0.59491 4.91875
H 3.89750 0.53133 6.33509
H 2.23669 2.57644 2.79803
H -0.20521 1.81626 5.46998
H -2.52795 2.69068 5.38650
H -3.16965 4.42220 3.66145
H -1.36453 5.24227 2.10254
H 0.91240 4.20383 2.21203



34
Properties=species:S:1:pos:R:3 method="wB97M-V/def2-TZVPD" gap_ev=9.375 e_homo_ha=-0.49257 e_lumo_ha=-0.1480 energy_ev=-47050.6689 total_charge=+1
Sc -1.14526 0.54006 1.15265
O -0.82946 -1.16354 4.81551
C -1.11651 -0.47836 3.88467
O -0.65011 -0.58120 2.62859
C -2.12129 0.65926 3.97087
C -2.86822 1.06388 5.05433
C -3.76872 2.11024 4.85887
C -3.91890 2.71510 3.61176
C -3.13329 2.25004 2.58154
N -2.26991 1.26225 2.79549
C -3.12123 2.68712 1.12546
O -3.82806 3.54593 0.69974
O -2.23245 1.95261 0.43547
H -2.75278 0.57021 6.00994
H -4.37132 2.45277 5.68960
H -4.62680 3.51454 3.43880
N 0.01046 -0.19372 -0.46370
C 0.61103 -0.58493 -1.38142
N 1.27487 -1.01491 -2.39529
C 1.67790 -0.09981 -3.50610
C 2.85793 -0.71876 -4.24402
C 3.87326 -1.30615 -3.26420
C 3.26851 -2.45294 -2.42326
C 1.74577 -2.42714 -2.45686
H 1.96221 0.85269 -3.06170
H 0.82460 0.06047 -4.16290
H 3.31282 0.06434 -4.84959
H 2.50837 -1.48447 -4.93930
H 4.22487 -0.51023 -2.60362
H 4.74623 -1.66068 -3.80896
H 3.60638 -2.37658 -1.38964
H 3.59402 -3.42653 -2.79058
H 1.30273 -2.97632 -1.63057
H 1.35237 -2.84524 -3.38157



31
Properties=species:S:1:pos:R:3 method="wB97M-V/def2-TZVPD" gap_ev=9.749 e_homo_ha=-0.34871 e_lumo_ha=0.0096 energy_ev=-23371.4363 smiles="CO[C@]1(CNC(=O)c2ccccc2)C=CC(=O)O1"
O 1.85568 -0.45114 -2.46017
O 0.05387 0.90723 1.75328
O -0.29960 0.39189 -2.33883
O -1.83153 2.16012 -2.46997
C 1.03290 0.41477 -2.11906
C -0.14196 -0.15757 1.15275
C 1.40530 1.62252 -1.39994
C 0.26293 2.30024 -1.13125
C 1.78813 -3.76488 2.28686
C 1.69111 -2.72070 3.19872
C 1.31096 -3.64014 0.97620
C 1.07785 -1.50573 2.83164
C 0.71406 -2.43432 0.58727
C 0.55326 -1.38358 1.51974
N -1.13919 -0.26810 0.21955
C -2.31772 3.50440 -2.08466
C -0.91874 1.46780 -1.58878
C -1.77067 0.88726 -0.42439
H 2.41701 1.90034 -1.16857
H 0.21726 3.23931 -0.59324
H 2.25783 -4.69397 2.59952
H 2.06736 -2.82881 4.20596
H 1.47672 -4.47302 0.28239
H 1.08884 -0.62514 3.47436
H 0.43997 -2.35129 -0.45304
H -1.21965 -1.16908 -0.23385
H -2.52209 3.55471 -1.03468
H -3.24809 3.67576 -2.65403
H -1.60579 4.26270 -2.38325
H -2.73214 0.51316 -0.83808
H -1.96388 1.66524 0.28754



28
Properties=species:S:1:pos:R:3 method="wB97M-V/def2-TZVPD" gap_ev="6.664 / 6.977" e_homo_ha="-0.28903 / -0.30145" e_lumo_ha="-0.0441 / -0.0451" energy_ev=-25023.3238
C 2.87126 1.22686 -0.11755
C -0.72814 -0.86496 -1.71961
C 2.86845 -0.16206 -0.32162
C 1.72109 1.79519 0.55432
C -0.66373 0.61455 -1.43852
C -1.30057 -1.68700 -0.81917
C 1.84339 -0.92434 0.27928
C 0.69523 0.97148 1.07674
C -1.59799 1.12482 -0.60946
C -1.76988 -1.08323 0.48523
C 0.77855 -0.42190 1.05782
C -2.49625 0.24183 0.13382
C -0.33588 -1.26695 1.49783
O -5.25865 -0.04289 0.75332
P -4.27333 0.69594 -0.05066
H 3.68710 1.71152 -0.66262
H -0.31690 -1.11368 -2.62683
H 3.61505 -0.70413 -0.92374
H 1.44130 2.86832 0.68269
H 0.00437 1.32206 -1.95543
H -1.39254 -2.80655 -0.87416
H 1.91186 -2.03604 0.08763
H -0.26251 1.31361 1.54767
H -1.69748 2.16421 -0.49519
H -2.60016 -1.83855 0.76294
H -0.02732 -2.23506 1.42815
H -0.52017 -0.81714 2.54626
H -4.20467 2.21295 0.18086



41
Properties=species:S:1:pos:R:3 method="wB97M-V/def2-TZVPD" gap_ev=8.495 e_homo_ha=-0.56625 e_lumo_ha=-0.2541 energy_ev=-43771.2852 total_charge=+2
Al 0.05816 0.32900 -0.61023
N 2.25906 -0.49320 -2.91773
C 2.73146 -0.43620 -1.68803
N 4.03266 -0.50320 -1.50463
C 4.49996 -0.51520 -0.26013
N 5.79336 -0.56910 -0.04033
N 3.67656 -0.47070 0.83277
C 2.41396 -0.37520 0.59237
N 1.84106 -0.34040 -0.63873
C 1.46336 -0.27700 1.70607
C 1.81436 -0.49930 3.02777
C 0.82676 -0.40620 3.99827
C -0.46754 -0.07780 3.61377
C -0.73114 0.15740 2.27617
N 0.21516 0.04990 1.33907
H 2.92036 -0.49020 -3.67833
H 1.28176 -0.34230 -3.10763
H 6.43166 -0.59530 -0.82293
H 6.13646 -0.60270 0.90827
H 2.83396 -0.74410 3.27117
H 1.05636 -0.59230 5.03557
H -1.25524 -0.00610 4.34717
H -1.71724 0.44160 1.92957
N -5.80834 -0.53210 -0.99623
C -4.48614 -0.56620 -1.03323
C -3.74394 0.20770 -1.95723
C -2.39074 0.27590 -1.84703
N -1.67964 -0.38700 -0.89973
C -2.36704 -1.25140 -0.11253
C -3.72354 -1.36770 -0.14333
H -6.33114 0.05660 -1.62903
H -6.33164 -1.08780 -0.33783
H -4.24624 0.74380 -2.74573
H -1.82394 0.89350 -2.52603
H -1.76754 -1.86410 0.54477
H -4.22664 -2.05940 0.51267
F -0.41944 2.33780 0.14287
B 0.14526 3.27730 -0.65513
F 0.27866 1.31260 -1.94543
F -0.61554 3.96110 -1.42343
F 1.42216 3.40790 -0.55753



41
Properties=species:S:1:pos:R:3 method="wB97M-V/def2-TZVPD" gap_ev=6.418 e_homo_ha=-0.40205 e_lumo_ha=-0.1662 energy_ev=-230431.3127 total_charge=+1
Ca -0.26807 -0.12131 -0.50152
S 1.99637 1.34322 -0.42132
C 1.88807 2.90249 0.34655
C 3.02897 3.71629 0.36740
C 3.01846 4.96018 0.97405
C 4.22016 5.74703 0.96956
N 5.18512 6.36853 0.95304
C 1.85383 5.45257 1.58997
C 0.71334 4.66924 1.57421
C 0.73126 3.42026 0.96496
S -0.72813 2.45018 0.99902
C 1.82734 6.73598 2.22589
N 1.79829 7.75618 2.75247
H 3.93609 3.36279 -0.10159
H -0.19312 5.03494 2.03755
Br 1.76891 -1.94683 1.25364
C 2.53503 -0.60054 2.41799
Br 1.19857 0.34587 3.41935
H 3.01282 0.11765 1.76244
H 3.20983 -1.10203 3.09764
I 0.50283 -2.89093 -2.15350
C 0.25023 -1.93522 -4.03283
I -0.60342 -0.00856 -3.78947
H -0.41927 -2.53883 -4.63170
H 1.22182 -1.83442 -4.49884
O -1.79357 1.66243 -1.11831
N -1.18999 2.62127 -0.72630
C -1.20676 -2.52614 4.68997
N -1.33520 -2.45377 3.24535
C -2.03696 -1.53609 2.58514
S -2.13736 -1.65058 0.87460
N -2.65194 -0.59634 3.29638
C -3.52447 0.44705 2.77731
H -0.54401 -3.35012 4.93618
H -2.17226 -2.70909 5.16637
H -0.76292 -1.61100 5.08920
H -0.89065 -3.14659 2.67192
H -2.57654 -0.65680 4.30065
H -3.54558 0.38202 1.69489
H -3.15245 1.42581 3.07705
H -4.53475 0.31318 3.16054



36
Properties=species:S:1:pos:R:3 method="wB97M-V/def2-TZVPD" gap_ev="7.985 / 4.613" e_homo_ha="-0.65877 / -0.65273" s_squared=6.08 e_lumo_ha="-0.3653 / -0.4832" energy_ev=-115979.4084 spin_multiplicity=5 total_charge=+3
Ru -0.27903 -0.25465 0.13682
N 0.66915 1.67309 -2.80577
C -0.38617 0.83717 -2.78440
N -0.95461 0.19770 -1.76832
C -2.03192 -0.66479 -2.21030
C -2.30565 -0.52587 -3.57079
S -1.22087 0.55554 -4.33843
C -2.55364 -1.48970 -1.10246
C -3.51185 -2.43953 -1.09782
S -3.73162 -3.10026 0.48162
C -2.65479 -1.94794 1.15232
N -2.09481 -1.19171 0.16456
N -2.22611 -2.07016 2.42302
H 0.98873 2.08587 -1.91591
H 1.05304 2.11291 -3.65487
H -2.94692 -1.16801 -4.18313
H -3.96423 -2.98264 -1.94256
H -2.79054 -2.59760 3.04939
H -1.59589 -1.28900 2.79676
Br 6.17289 1.12776 0.96981
C 4.31750 0.83260 0.55295
C 3.34656 1.46003 1.31218
C 2.01530 1.25000 0.99299
C 1.67045 0.14398 0.08665
C 2.65142 -0.40340 -0.72568
C 3.98539 -0.08835 -0.40521
H 3.66148 2.04101 2.19322
H 1.26949 1.93206 1.38386
H 2.40049 -1.03364 -1.59356
H 4.72561 -0.60946 -0.95052
C -0.83704 1.62490 2.96684
O -0.44881 0.23425 2.43602
H -1.17754 1.46495 4.01598
H -1.67974 1.87664 2.32082
H -0.00236 2.35124 2.84274
H 0.46664 0.05501 2.77117